DFT (ωB97M-V with the def2-TZVPD basis set) results for a molecular structure, C14H35FeO13 at a distorted geometry.

Calculated values
Total charge: -1
<S²>: 6.01
Energy above the lowest of the compared OMol25 structures with the same formula, charge and spin in eV: 4.206
Gap between HOMO and LUMO (spin up / spin down) in eV: 3.27 / 3.15
2S+1: 5

The geometry in XYZ format:
```
63
Properties=species:S:1:pos:R:3:forces:R:3
Fe 20.2374 4.9520 -21.7730 -0.5 -1.8 5.0
C 17.9660 2.6772 -19.6882 0.9 -1.1 -0.6
C 19.1357 1.9264 -20.4186 -0.6 1.5 0.5
O 19.8811 2.7734 -21.2747 0.5 1.3 -1.4
H 17.4449 1.9380 -19.0799 -0.3 0.0 0.0
H 17.3145 3.0497 -20.4787 -0.4 0.2 0.4
H 18.2946 3.4693 -19.0153 0.2 0.1 -0.4
H 18.7396 1.1050 -21.0156 -0.3 -0.2 0.0
H 19.7551 1.4622 -19.6512 0.3 0.0 0.1
C 20.1231 5.1465 -17.3653 0.8 1.6 -4.5
C 20.6379 5.8278 -18.5556 0.3 -0.6 3.1
C 21.5112 7.1621 -18.3979 -1.2 0.6 1.0
O 21.9808 7.6433 -19.4485 -0.1 -0.5 0.6
C 21.4972 7.7316 -17.0519 1.4 -0.7 -6.2
C 20.8523 7.1532 -16.0294 -0.1 1.8 4.4
C 20.1342 5.7903 -16.1460 -0.8 -1.5 4.9
O 19.6571 5.1659 -15.1012 1.3 2.2 -3.1
O 20.9528 7.8580 -14.9568 -1.4 -2.4 -0.5
O 20.5442 5.3070 -19.7056 -0.5 -0.7 -3.0
H 19.5917 4.2121 -17.4699 0.0 -0.1 -0.2
H 21.9925 8.6823 -16.9204 0.0 -0.1 0.1
C 15.9438 3.4182 -16.3409 0.3 0.3 -0.1
C 15.2239 4.7378 -16.2574 0.7 -0.5 -0.3
O 14.2066 4.6294 -15.3008 -0.7 0.3 0.1
H 16.7069 3.6295 -17.0900 0.4 -0.6 0.1
H 15.2899 2.6206 -16.6935 -0.1 0.1 -0.1
H 16.3737 3.1140 -15.3865 0.2 0.1 -0.1
H 14.8929 4.9265 -17.2787 -0.7 0.3 -0.1
H 15.9230 5.5433 -16.0328 0.1 0.0 0.3
H 13.7949 5.4926 -15.2178 -0.1 0.0 0.2
C 17.4088 -1.0372 -23.3407 -1.8 -1.9 -1.2
C 16.9915 -0.9925 -21.9232 0.1 0.9 2.4
O 15.9455 -1.9590 -21.4863 1.0 0.6 -1.9
H 17.5582 -2.1086 -23.4747 0.8 0.0 -0.8
H 18.2080 -0.3984 -23.7165 0.2 -0.2 0.7
H 16.5293 -0.8285 -23.9498 -0.1 0.2 -0.2
H 16.7032 0.0424 -21.7392 -0.5 0.0 0.6
H 17.8828 -1.1903 -21.3277 0.0 0.0 0.3
H 15.6147 -1.7852 -20.6020 0.4 0.5 0.0
C 19.9067 0.2520 -15.0674 -2.0 0.3 0.1
C 19.6309 1.4806 -15.9992 1.6 -1.3 0.6
O 20.7948 2.3292 -15.9062 -1.3 -0.6 -0.4
H 19.1919 -0.5513 -15.2463 0.2 -0.4 -1.2
H 19.5344 0.3639 -14.0491 1.0 1.0 0.5
H 20.9268 -0.1257 -15.1375 -0.1 0.3 0.1
H 18.7205 2.0588 -15.8412 -0.1 -0.2 0.6
H 19.5288 1.0618 -17.0003 0.2 0.1 -0.4
H 20.3900 3.1823 -16.0791 0.6 0.8 0.4
O 22.4436 1.5980 -19.5786 0.2 -0.3 -0.1
H 22.6630 2.2598 -18.9227 0.1 0.1 0.3
H 21.6015 1.8822 -19.9340 -0.4 0.4 -0.2
O 18.2024 5.4708 -21.5430 0.3 0.4 -0.5
H 17.5069 4.8293 -21.6878 -0.2 -0.9 -0.2
H 17.7414 6.2996 -21.4134 0.2 0.5 0.2
O 17.3081 2.9631 -23.0093 -0.7 0.5 0.0
H 17.9729 2.7263 -22.3625 0.8 -0.3 0.3
H 17.7855 3.4615 -23.6726 0.1 -0.1 -0.4
O 20.5074 1.8284 -23.8284 0.1 -0.3 -1.0
H 20.6441 2.6863 -24.2304 0.2 0.1 -0.3
H 20.2533 2.0238 -22.9265 -0.5 0.4 1.4
O 22.3892 0.2417 -22.2056 0.1 -0.4 -0.1
H 21.7963 0.9056 -22.5576 -0.1 0.1 -0.3
H 22.4234 0.4241 -21.2666 0.3 0.1 0.4
```
Positions in Å, forces in eV/Å.



DFT (ωB97M-V with the def2-TZVPD basis set) results for a molecular structure, C14H36Ba2O14S4 at a distorted geometry.

Calculated values
Total charge: +2
Gap between HOMO and LUMO in eV: 4.12
2S+1: 1

The geometry in XYZ format:
```
70
Properties=species:S:1:pos:R:3:forces:R:3
Ba 25.3999 1.0775 27.1593 -1.9 -1.6 -0.7
Ba 26.2887 -1.5083 29.7976 -0.6 -3.8 -1.0
O 26.1359 -3.7712 28.4086 -1.2 2.5 1.4
C 24.9714 -3.7676 27.5963 1.4 0.8 -1.7
C 23.8489 -2.7077 27.7882 -1.1 -1.1 0.5
O 24.1389 -1.2982 27.8865 3.0 1.8 0.1
H 24.5672 -4.7609 27.3593 -0.6 -0.1 1.3
H 25.2974 -3.6434 26.5433 0.4 0.8 0.0
H 23.1967 -2.9882 28.6292 0.5 0.2 0.6
H 23.1170 -2.8772 26.9897 0.4 0.2 -0.4
O 17.0284 -6.2177 23.1620 1.1 0.4 0.2
S 18.3754 -6.6791 23.3340 0.6 0.0 -0.1
O 19.2326 -6.8987 22.1897 -0.8 -0.2 1.0
O 19.2102 -5.6194 24.2721 -1.5 0.0 -0.2
C 20.4917 -5.9852 24.7569 1.0 -0.2 -0.8
C 21.0337 -4.8399 25.6086 -0.8 -1.3 0.6
C 18.2421 -8.1536 24.3876 0.3 -0.1 -1.4
H 21.1747 -6.1795 23.9238 -0.2 -0.1 -0.1
H 20.3885 -6.9166 25.3201 0.3 0.1 0.2
H 22.0455 -5.0631 25.9493 0.1 0.0 -0.3
H 20.4119 -4.9195 26.5048 0.0 0.9 0.1
H 20.9770 -3.8842 25.0977 -0.1 0.0 0.1
H 18.5605 -8.0053 25.4123 -0.1 0.1 0.0
H 18.8247 -8.9127 23.8647 0.3 0.0 0.3
H 17.2082 -8.4716 24.2860 -0.1 0.2 0.3
O 23.7171 -7.4533 31.2600 0.5 -0.7 -1.5
S 23.7864 -8.2540 30.0442 -1.3 0.4 -0.4
O 24.1516 -9.6331 30.0595 -0.2 0.5 0.3
O 22.3236 -8.1262 29.3043 1.2 -0.4 0.4
C 21.4179 -7.1453 29.8044 -1.3 -1.3 1.0
C 20.0763 -7.3549 29.1295 -0.5 0.5 -1.0
C 24.7099 -7.4803 28.7213 -0.2 0.9 0.8
H 21.8117 -6.1274 29.7848 0.0 -0.1 -0.3
H 21.1823 -7.4082 30.8405 0.6 0.3 0.1
H 19.3182 -6.8779 29.7531 0.0 0.2 -0.3
H 19.7275 -8.3777 28.9817 0.6 -0.3 0.7
H 20.0214 -6.9812 28.1002 0.1 0.5 0.2
H 25.5377 -6.9664 29.2095 0.4 -0.4 -0.4
H 24.0919 -6.6993 28.2838 -0.2 0.0 0.2
H 24.9264 -8.1981 27.9390 0.4 -0.2 0.3
O 30.0192 -3.8576 28.7697 -0.3 0.0 0.5
S 30.1561 -4.7688 29.8815 0.5 -0.7 1.2
O 30.2555 -6.1860 29.6570 0.0 1.3 0.1
O 31.3881 -4.2564 30.8042 -1.6 -0.2 -0.4
C 32.2989 -3.2742 30.2514 1.3 -0.6 -0.1
C 33.2877 -2.9380 31.3620 -0.5 0.3 -0.4
C 28.7878 -4.5124 31.0861 1.2 -0.3 -1.5
H 31.7862 -2.4160 29.8207 -0.1 -0.2 0.0
H 32.8464 -3.8481 29.4999 0.0 0.6 -0.3
H 32.9149 -2.1963 32.0692 -0.3 -0.4 0.2
H 34.1810 -2.4691 30.9507 0.1 -0.4 -0.2
H 33.5024 -3.8992 31.8234 0.4 0.3 0.4
H 27.9586 -4.5644 30.3759 -0.5 0.3 0.4
H 29.0246 -3.5721 31.5785 -0.4 0.1 0.0
H 28.7694 -5.3523 31.7735 0.0 0.1 0.0
O 31.8472 -7.1901 25.5895 -0.7 -0.5 0.5
S 31.1099 -8.4326 25.6103 0.3 -0.1 0.0
O 31.7169 -9.6237 26.1279 -0.6 0.6 -0.4
O 29.6912 -8.3066 26.4165 0.6 0.0 -0.3
C 29.1534 -6.9742 26.4866 0.4 0.7 1.1
C 27.7552 -6.9172 27.1041 0.6 -1.0 -0.7
C 30.5074 -8.6656 23.9430 -0.6 -1.0 1.0
H 29.1110 -6.5629 25.4759 0.1 0.2 0.1
H 29.8427 -6.4307 27.1339 0.0 0.4 -0.5
H 27.6752 -7.1588 28.1621 0.5 -0.1 0.0
H 27.2324 -7.6940 26.5381 -0.8 0.4 0.2
H 27.3787 -5.9037 26.9770 -0.3 -0.1 -0.2
H 31.1050 -9.4625 23.5065 0.4 0.5 -0.4
H 30.4482 -7.7029 23.4536 0.2 -0.1 -0.3
H 29.5268 -9.1243 24.0777 -0.1 0.2 -0.2
```
Positions in Å, forces in eV/Å.



DFT (ωB97M-V with the def2-TZVPD basis set) results for a molecular structure, C14H36ClHfIO4P3 at a distorted geometry.

Calculated values
Total charge: +3
Gap between HOMO and LUMO in eV: 3.50
2S+1: 1

The geometry in XYZ format:
```
60
Properties=species:S:1:pos:R:3:forces:R:3
C 0.1136 0.9295 -7.4919 0.0 0.0 0.0
C 0.1215 1.6767 -6.1904 0.0 3.6 -0.6
H 0.1144 1.6557 -8.3135 0.0 -0.1 0.3
H -0.7807 0.3030 -7.5571 0.1 0.0 0.1
H 1.0006 0.2936 -7.5635 -0.1 0.0 0.1
O 0.1204 2.8665 -6.0137 0.0 -3.0 -0.2
I 0.1349 0.3793 -4.4242 0.0 -0.4 0.4
Hf 0.1523 -0.3109 -0.2408 -0.3 0.7 -1.7
P 2.7477 -0.0362 -0.7945 2.0 0.1 -0.6
C 3.5991 1.2701 0.1496 -0.3 0.1 0.2
C 3.6595 -1.5718 -0.3509 -0.5 -0.2 0.2
H 4.7259 -1.4758 -0.6101 -0.4 0.1 0.1
H 4.4606 0.0000 -2.4988 -0.3 0.1 0.1
H 3.2274 -2.4121 -0.9137 0.2 0.2 0.1
H 2.8451 -0.3704 -3.1936 0.2 0.1 0.1
H 3.3389 1.2029 1.2127 0.2 0.1 -0.1
H 3.5634 -1.7736 0.7251 0.1 0.0 -0.2
C 3.3906 0.2509 -2.4738 -0.4 0.0 -0.3
H 4.6899 1.1868 0.0356 -0.4 0.0 0.0
H 3.2546 1.3045 -2.7450 0.0 -0.2 0.0
H 3.2719 2.2491 -0.2274 0.1 -0.2 0.1
P -2.4195 0.0847 -0.7723 -1.4 0.2 -0.4
C -3.2208 1.3959 0.1937 0.1 0.2 0.3
C -3.1145 0.3394 -2.4239 0.2 -0.1 -0.3
H -2.8732 -2.2970 -0.8053 -0.1 0.1 0.1
H -4.3147 -1.3596 -0.3082 0.3 0.0 0.1
H -2.9761 -1.6429 0.8514 -0.2 0.0 -0.1
C -3.2259 -1.4526 -0.2003 0.2 -0.2 0.0
H -2.5934 -0.2894 -3.1530 -0.2 0.1 0.1
H -4.1843 0.0925 -2.4074 0.2 0.1 0.1
H -4.3139 1.3261 0.1052 0.3 0.0 0.0
H -2.8940 2.3741 -0.1838 -0.1 -0.3 0.1
H -2.9850 1.3882 -2.7147 0.0 -0.2 0.0
H -2.9427 1.3267 1.2517 -0.1 0.0 -0.2
Cl 0.1373 -2.0326 -1.8907 0.0 -0.2 0.3
C -0.7074 3.1934 2.0526 0.0 0.0 -0.1
C 0.5103 2.4678 1.5361 0.3 0.7 0.1
O 0.1681 1.3766 0.6778 0.4 -1.1 0.7
P 0.2885 -0.8309 2.8514 -3.3 -0.2 -0.8
O -1.2569 -0.6531 3.3065 3.6 -1.2 -1.9
C -1.6330 -0.4925 4.7140 -0.5 0.5 1.6
C -0.7699 0.4950 5.4578 0.1 0.1 -0.1
O 0.1397 -1.6177 1.3784 0.1 0.8 2.7
C -0.0870 -3.4899 1.4296 0.5 0.0 0.3
C 1.0998 -3.9523 2.1889 0.5 0.5 -0.3
H -1.3033 3.5978 1.2303 0.0 -0.1 0.1
H -0.3754 4.0306 2.6668 -0.1 0.0 0.0
H -1.3236 2.5314 2.6704 0.0 0.1 -0.1
H 1.1701 3.1561 0.9888 -0.2 -0.3 0.0
H 1.0915 2.0549 2.3702 0.0 0.1 -0.1
H -2.6777 -0.1877 4.6946 0.1 0.0 -0.2
H -1.5640 -1.4771 5.1870 -0.1 0.0 -0.3
H -0.8052 1.5000 5.0300 0.0 -0.1 -0.1
H -1.1569 0.5827 6.4764 0.1 -0.1 0.0
H 0.2709 0.1556 5.5240 -0.1 0.1 0.1
H -1.0348 -3.4353 1.9526 -0.1 -0.1 -0.1
H -0.1143 -3.6027 0.3451 -0.1 0.0 0.2
H 1.2082 -3.3834 3.1222 0.0 -0.4 0.0
H 0.9955 -5.0109 2.4744 -0.3 0.1 -0.1
H 2.0359 -3.8793 1.6114 -0.4 0.0 0.1
```
Positions in Å, forces in eV/Å.



DFT (ωB97M-V with the def2-TZVPD basis set) results for a molecular structure, C14H36CuN2O5 at a distorted geometry.

Calculated values
Total charge: +1
Energy above the lowest of the compared OMol25 structures with the same formula, charge and spin in eV: 0.000
Gap between HOMO and LUMO in eV: 9.28
2S+1: 1

The geometry in XYZ format:
```
58
Properties=species:S:1:pos:R:3:forces:R:3
Cu 0.0873 -0.6881 0.0924 0.5 0.1 0.2
C 2.7553 -1.3988 1.5872 -0.2 0.8 0.1
C 3.1336 -1.5651 0.1376 -0.4 -0.9 -0.2
O 1.9339 -1.8186 -0.6870 0.8 0.4 0.7
H 3.6241 -1.4946 2.2392 0.1 -0.1 -0.1
H 1.9808 -2.0887 1.9159 0.1 -0.3 -0.2
H 2.3372 -0.4009 1.7302 0.0 -0.2 0.1
H 3.7557 -2.4558 0.0258 0.2 0.1 0.0
H 3.6682 -0.7173 -0.2864 0.0 0.1 0.1
H 2.2299 -2.5686 -1.2087 -0.7 0.0 -0.4
C -0.4192 -3.9140 1.8873 -0.2 0.5 0.7
O -0.6814 -2.5537 1.5623 0.3 -0.1 0.4
C -1.6851 -1.9794 2.3774 0.8 0.3 0.7
C -1.6291 -0.4669 2.2099 0.2 -0.9 0.1
N -0.2609 0.0669 2.3954 -1.4 -0.1 -2.1
C -0.3319 1.5158 2.1067 0.9 0.2 2.1
C 1.0122 2.2206 1.9989 -0.6 -0.5 -1.0
O 1.8234 1.6556 0.9657 -0.1 0.3 0.6
C 3.1928 1.8213 1.2459 1.0 -0.4 0.3
H -1.3720 -4.4489 1.9234 0.2 -0.4 -0.4
H 0.0004 -4.0119 2.8962 0.2 0.2 -0.1
H 0.2945 -4.2789 1.1584 -0.2 -0.3 -0.1
H -1.4439 -2.3044 3.3967 -0.3 0.2 0.2
H -2.7072 -2.2909 2.1422 0.0 -0.4 -0.2
H -2.3577 -0.0151 2.8935 -0.1 0.1 -0.1
H -1.9321 -0.3331 1.1653 -0.1 0.6 0.3
H 0.0338 -0.2165 3.3216 0.4 0.6 0.1
H -0.7719 2.0050 2.9900 -0.4 0.2 -0.3
H -0.9487 1.7491 1.2475 -0.1 -0.5 -0.2
H 1.5145 2.1919 2.9658 0.2 0.1 0.0
H 0.7476 3.2344 1.6850 0.4 0.3 0.5
H 3.7400 1.5402 0.3465 0.0 0.2 0.0
H 3.5443 1.1591 2.0558 -0.3 -0.1 -0.2
H 3.5153 2.8033 1.6090 -0.5 0.3 -0.5
C -1.4981 4.2790 -3.8215 -0.2 1.0 0.8
O -0.8710 3.5458 -2.7896 0.0 -0.5 -0.2
C 0.0613 2.5709 -3.2457 -0.3 0.4 0.4
C 0.4468 1.7822 -1.9953 -0.2 1.1 -0.2
N -0.6663 1.0679 -1.3520 0.1 -0.9 -0.8
C -1.2321 0.0458 -2.2442 -0.2 0.1 -1.1
C -2.2864 -0.7817 -1.5483 0.3 -0.4 -0.1
O -1.6436 -1.7205 -0.6764 -0.4 0.2 -0.7
C -2.1162 -3.0545 -0.7276 -0.5 -0.6 1.0
H -1.9868 3.6410 -4.5570 0.1 0.0 -0.1
H -0.8322 5.0277 -4.2658 0.3 -0.5 -0.4
H -2.2302 4.9136 -3.3131 -0.3 -0.4 -0.1
H 0.9474 3.0839 -3.6318 0.1 -0.2 -0.1
H -0.3938 1.9807 -4.0466 0.1 -0.1 0.0
H 0.7121 2.5735 -1.2930 0.5 -0.3 0.1
H 1.3095 1.1566 -2.2172 -0.1 -0.3 0.3
H -1.4037 1.7625 -1.2370 0.2 0.0 0.3
H -0.4137 -0.5343 -2.6853 0.0 -0.5 0.7
H -1.6796 0.4016 -3.1867 -0.2 0.7 0.4
H -2.9070 -1.2874 -2.2901 0.0 -0.1 0.1
H -2.9355 -0.1518 -0.9272 0.0 0.1 -0.2
H -1.6860 -3.6559 -1.5296 0.1 0.2 -0.1
H -3.2090 -3.1181 -0.7612 0.0 0.3 -0.4
H -1.8693 -3.4815 0.2501 0.0 -0.1 -0.9
```
Positions in Å, forces in eV/Å.